A 3-piece molecular cluster, C4H14NO2 overall at a distorted geometry, computed with wB97M-V/def2-TZVPD.

Geometry as ORCA input:
```
! RIJCOSX wB97M-V def2-TZVPD def2/J DEFGRID3
* xyz 1 1
C -1.52 -2.38 -1.14
C -0.90 -1.43 -0.04
C -0.34 -0.19 -0.65
C 0.48 1.86 0.46
N 0.28 0.62 0.44
H -2.10 -3.17 -0.62
H -0.72 -2.85 -1.72
H -2.20 -1.76 -1.75
H -0.19 -2.09 0.44
H -1.77 -1.25 0.61
H -1.09 0.53 -0.99
H 0.31 -0.36 -1.48
H 0.28 2.47 -0.45
H 0.87 2.43 1.29
H 0.58 0.15 1.34
H 0.26 -0.46 3.69
H 1.30 0.59 3.46
O 0.50 0.23 3.06
H 1.02 1.20 -3.19
H 2.04 1.55 -2.05
O 1.16 1.22 -2.24
*
```

Computed properties:
total energy: -365.76753 a.u.
ΔE to the lowest compared entry with this formula, charge and spin: 1.7197 eV
orbital gap: 0.409 Ha
F_max: 2.67 eV/A